[1]
C45H52GeNO4PRuSTe as an isolated structure, computed with ωB97M-V/def2-TZVPD.

Each line ends with the Löwdin charge.
CARTESIAN COORDINATES (ANGSTROEM)
Te (-0.71280, -0.70294, -3.11794)  1.51
Ru (-0.01158, 0.18222, -0.33888)  0.90
Ge (2.26049, -0.97433, -0.47473)  0.98
S (-0.12186, 3.08762, -1.92025)  1.04
P (-2.30166, 0.93510, -0.33031)  0.63
O (-3.54950, 0.18582, 0.28077)  -0.23
O (-2.16613, 2.33169, 0.37797)  -0.30
O (0.58372, 1.72351, -1.56898)  -0.77
O (-2.76871, 1.11438, -1.83951)  -0.39
N (-0.32443, -1.28728, 1.16373)  -0.02
C (2.86329, -1.28010, -2.28742)  -0.40
C (1.65195, 3.01722, 2.39072)  -0.02
C (-0.74844, -2.58773, 0.97698)  -0.23
C (3.24289, -0.58239, -4.57291)  -0.06
C (0.69045, 1.12127, 1.20834)  -0.23
C (1.37105, 2.40720, 3.61511)  0.02
C (3.51318, 0.15330, 0.50757)  -0.27
C (3.93036, -2.77570, -3.86402)  -0.05
C (4.13709, 1.28235, -0.10702)  -0.07
C (-0.55526, -4.50642, -5.16014)  0.03
C (-2.92352, -5.03148, -5.23595)  0.09
C (-3.24746, -3.92554, -4.45446)  0.02
C (-2.24297, -3.09018, -4.02011)  -0.20
C (1.32750, 2.38751, 1.21064)  -0.07
C (1.23270, 4.86249, -3.42722)  -0.19
C (4.91411, 0.46644, 2.46000)  0.00
C (-3.70704, -0.56129, 1.52983)  -0.19
C (-0.86371, -2.89186, 3.38772)  0.06
C (-1.63278, -5.23544, 0.61774)  -0.02
C (0.84657, 3.71863, -4.35701)  -0.20
C (0.78197, 1.14282, 3.65115)  0.02
C (0.19318, -2.50195, -3.83541)  -0.37
C (-4.85386, 2.47774, -1.97891)  -0.04
C (-0.38176, 3.08553, -3.71602)  -0.30
C (-2.58452, 3.91147, 2.14750)  -0.04
C (-2.51086, -1.86495, -3.20419)  -0.36
C (-0.37376, -1.62993, 3.54545)  0.04
C (-1.04602, -3.41024, 2.08759)  -0.14
C (-1.29453, -4.42404, -0.48308)  -0.03
C (-1.50032, -4.73518, 1.88146)  0.02
C (-3.65330, 0.32166, 2.74817)  -0.05
C (-0.86530, -3.39036, -4.36387)  -0.17
C (-1.56449, -5.32121, -5.59077)  0.05
C (2.76644, -0.31760, -3.29631)  -0.17
C (-4.14609, 1.20991, -2.36954)  -0.22
C (-0.86490, -3.13428, -0.31436)  -0.06
C (0.46575, 0.49602, 2.47339)  -0.17
C (-0.10260, -0.85192, 2.40499)  -0.22
C (3.44826, -2.51270, -2.58796)  -0.12
C (3.82841, -1.81164, -4.85814)  -0.04
C (3.88905, -0.18933, 1.83389)  -0.08
C (5.16419, 1.93861, 0.51169)  -0.01
C (5.55945, 1.53801, 1.80270)  0.05
C (1.26626, 4.26125, -2.02382)  -0.28
C (-3.18055, 3.24033, 0.94064)  -0.22
H (-3.29624, -1.26671, -3.66549)  0.07
H (1.17800, 4.97805, -1.20967)  0.11
H (-4.67866, -1.03656, 1.41689)  0.14
H (3.54930, -3.27441, -1.82194)  0.11
H (-3.42395, 3.95615, 0.15793)  0.12
H (-4.00104, 1.15791, -3.44752)  0.12
H (0.49580, 5.66560, -3.48217)  0.13
H (3.82665, 1.56503, -1.10693)  0.11
H (2.20204, 5.29786, -3.66570)  0.14
H (-5.13586, 2.48296, -0.92838)  0.08
H (-4.24942, 3.35640, -2.20540)  0.09
H (0.93555, -2.25973, -4.60102)  0.08
H (5.68910, 2.75390, 0.03222)  0.13
H (-3.27759, 4.66521, 2.52166)  0.10
H (1.56292, 2.86081, 0.27163)  0.07
H (-0.61198, 2.06212, -4.00343)  0.03
H (-2.39203, 3.20144, 2.95129)  0.07
H (-3.70307, -5.69104, -5.59779)  0.15
H (2.15470, 3.64082, -1.88128)  0.10
H (3.39678, -1.02230, 2.32321)  0.11
H (-1.35952, -4.84186, -1.48080)  0.11
H (-1.65453, 4.41621, 1.88528)  0.08
H (1.61931, 2.90879, 4.54117)  0.14
H (0.47542, -4.71010, -5.41943)  0.14
H (4.40264, -3.72541, -4.07885)  0.12
H (-4.06627, 2.65455, 1.17634)  0.10
H (5.25824, 0.17443, 3.44311)  0.13
H (2.12440, 3.99100, 2.37813)  0.13
H (0.58890, 0.68958, 4.61367)  0.13
H (-3.82257, -0.28877, 3.63602)  0.10
H (-1.72783, -5.34534, 2.74609)  0.14
H (0.74955, -3.00501, -3.03548)  0.09
H (-2.84422, -2.13592, -2.19863)  0.08
H (-4.28250, -3.72136, -4.21340)  0.15
H (-1.36419, -6.19210, -6.20157)  0.15
H (-4.67793, 0.32080, -2.03352)  0.12
H (-2.94793, -1.33873, 1.54222)  0.09
H (-2.68075, 0.80741, 2.85380)  0.06
H (-4.43177, 1.08239, 2.72688)  0.09
H (-1.09384, -3.50996, 4.24678)  0.15
H (0.61804, 4.06110, -5.36492)  0.14
H (2.19668, -2.28748, 0.31961)  0.01
H (2.31301, 0.64711, -3.08654)  0.07
H (6.36356, 2.06139, 2.30511)  0.14
H (-0.56700, -2.53519, -1.16263)  0.00
H (4.22207, -2.00666, -5.84700)  0.13
H (-0.20026, -1.22700, 4.53128)  0.13
H (-5.77367, 2.55401, -2.56014)  0.11
H (-1.97153, -6.24983, 0.46101)  0.13
H (3.17944, 0.17307, -5.34599)  0.12
H (-1.27742, 3.69419, -3.86249)  0.11
H (1.65698, 2.98923, -4.42973)  0.12

Forces on the atoms, in the same order (eV/Å):
0.05 -0.10 0.06
-0.39 0.08 -0.21
0.49 -0.24 -0.03
-0.09 0.07 0.01
-0.22 0.03 0.32
0.13 -0.03 -0.21
0.01 -0.12 0.08
0.14 0.07 -0.06
0.02 0.09 -0.10
-0.08 -0.18 -0.05
0.03 -0.05 -0.21
0.00 0.05 -0.08
0.02 0.11 0.03
0.03 0.01 -0.06
0.27 0.22 0.35
0.00 -0.02 0.00
0.06 0.37 0.11
0.03 0.01 -0.06
-0.15 -0.16 -0.19
0.03 -0.03 -0.04
-0.04 0.00 0.00
-0.05 0.10 0.00
-0.07 -0.05 0.03
0.01 0.06 -0.03
-0.02 0.05 0.02
0.15 0.18 -0.05
-0.05 0.05 -0.09
0.02 0.03 -0.01
0.01 0.04 0.02
0.01 -0.05 -0.01
-0.03 -0.01 -0.02
0.10 0.02 -0.11
-0.01 0.03 -0.01
-0.04 -0.02 0.02
0.00 0.04 0.01
-0.14 0.03 0.01
-0.02 -0.04 -0.09
-0.06 -0.08 0.05
0.01 -0.01 -0.02
0.02 0.02 -0.04
0.04 0.00 0.04
0.05 -0.07 0.01
0.08 0.02 0.00
-0.15 0.06 0.06
0.04 -0.07 0.01
-0.01 -0.03 0.01
-0.10 -0.17 0.09
0.00 0.09 0.08
-0.02 -0.06 0.13
-0.01 0.02 0.03
-0.22 -0.16 0.02
0.09 0.02 0.11
-0.12 -0.12 0.03
0.06 -0.05 -0.01
0.01 -0.02 -0.12
-0.04 -0.02 0.02
0.00 0.02 -0.01
0.01 0.02 0.04
0.00 0.01 0.00
0.01 0.00 -0.01
0.02 0.00 0.01
0.00 0.00 0.00
0.05 0.04 0.01
0.00 -0.01 -0.02
0.02 0.00 0.04
0.00 0.00 0.00
0.03 -0.05 0.02
-0.04 -0.01 -0.06
-0.02 -0.01 0.00
0.03 0.03 -0.01
0.01 0.03 -0.06
0.01 -0.02 -0.01
-0.03 0.02 0.02
-0.02 0.00 0.03
0.03 0.01 0.04
0.00 -0.01 -0.01
0.00 0.00 0.00
0.01 0.00 0.00
0.00 -0.01 -0.01
0.00 -0.01 0.02
-0.01 0.03 0.02
-0.06 -0.06 0.01
0.00 0.00 -0.03
-0.02 -0.02 -0.01
0.00 -0.02 0.00
0.00 -0.01 0.00
-0.03 0.00 0.04
0.06 0.02 0.01
0.00 0.00 0.00
0.05 0.01 -0.01
-0.03 0.03 0.01
0.07 -0.05 0.05
0.02 0.01 -0.01
-0.02 -0.01 0.00
0.00 0.00 0.00
0.00 0.01 0.00
-0.06 -0.01 -0.06
0.03 0.01 0.02
0.00 0.01 -0.01
-0.02 0.00 0.06
-0.01 -0.01 0.00
0.01 0.01 0.00
0.00 -0.01 0.00
0.00 -0.01 0.00
0.00 0.01 0.01
0.01 0.02 0.01
0.01 0.01 0.00

Calculated values
molecular weight = 1035.24 g mol⁻¹
net charge = +4
HOMO energy (alpha / beta) = -17.834 / -18.098 eV
2S+1 = 5
LUMO energy (alpha / beta) = -9.99 / -13.49 eV
energy relative to the best compared isomer or geometry (same formula, charge and spin) = 0.000 eV

***

[2]
C45H53N3NaO8P3STe as an isolated structure, computed with ωB97M-V/def2-TZVPD.

Each line ends with the Löwdin charge.
CARTESIAN COORDINATES (ANGSTROEM)
Te (-0.93173, -1.87327, 2.79068)  1.41
S (-3.19356, -0.75294, -0.13727)  0.69
P (0.92686, 2.16773, 0.92324)  0.78
P (2.71870, 0.86843, -1.19967)  0.71
P (-0.82511, -2.01643, -2.60525)  0.96
Na (1.48852, -0.86350, 0.80887)  0.07
O (2.07293, -2.90760, 0.97446)  -0.08
O (4.06743, -2.11677, -1.37933)  0.05
O (0.14379, 0.94808, 1.25352)  -0.37
O (2.41991, -0.00555, 2.84928)  -0.20
O (1.46639, -1.29566, 4.22965)  -0.26
O (3.60706, -0.47585, 0.09343)  -0.19
O (1.56322, -0.06742, -1.41872)  -0.34
O (4.21515, -3.50297, 1.33362)  -0.01
N (-4.16431, 0.79558, 1.85032)  -0.15
N (2.28583, -0.38379, 4.03762)  -0.25
N (-5.58773, -0.70995, 1.09236)  0.00
C (-1.56137, -3.68121, -2.24917)  -0.44
C (0.44966, -2.42546, -3.87386)  -0.43
C (0.29675, 4.39901, -0.74365)  -0.10
C (-2.84068, -3.82779, 3.80842)  -0.30
C (-0.50964, 5.03085, -1.67399)  -0.09
C (3.32753, -2.82316, 0.81489)  -0.62
C (-2.65351, -2.11791, -4.88077)  -0.18
C (-5.30543, 0.85272, 2.74591)  -0.14
C (-2.14535, -1.29332, -3.70209)  -0.45
C (6.67627, 0.67242, -3.54071)  -0.11
C (4.35657, 0.08601, -3.27737)  -0.07
C (1.10219, 3.28370, 2.34345)  -0.24
C (4.31541, 0.76579, -2.06585)  -0.26
C (2.93655, 3.46738, -2.49338)  -0.11
C (-1.91486, 3.08263, -1.78203)  -0.07
C (2.17302, 3.82578, 4.42931)  -0.07
C (-0.97547, -4.25755, -0.95934)  -0.17
C (2.65432, 4.40429, -3.47444)  -0.11
C (-2.82118, -2.91397, 2.61795)  -0.44
C (2.65413, 1.91679, 0.33568)  -0.25
C (-0.38286, -3.79615, 3.52443)  -0.39
C (0.34312, 5.16974, 3.64627)  -0.10
C (1.19023, 2.06144, -3.29818)  -0.08
C (-3.92444, -5.00521, 5.61631)  -0.12
C (-1.62184, 4.37398, -2.18738)  -0.10
C (2.20621, 2.28244, -2.37606)  -0.25
C (0.90227, 2.99070, -4.29039)  -0.10
C (1.63226, 4.16505, -4.38469)  -0.12
C (0.00522, 3.10289, -0.32859)  -0.27
C (1.56603, -3.29569, -3.30566)  -0.15
C (2.06998, 3.01396, 3.31006)  -0.06
C (3.73253, -1.75383, -0.26385)  -0.48
C (1.32131, 4.90820, 4.59572)  -0.10
C (-2.87135, 1.25252, 2.32256)  -0.07
C (-1.59277, -4.29117, 4.26067)  -0.29
C (-6.39448, 0.15875, 1.92809)  -0.16
C (-2.69675, -5.47834, 6.04921)  -0.12
C (-4.31969, -0.20290, 0.94086)  -0.85
C (5.53101, 0.03899, -4.00796)  -0.08
C (6.63893, 1.34422, -2.32856)  -0.10
C (-1.10089, 2.44258, -0.85659)  -0.07
C (0.23304, 4.35580, 2.52750)  -0.09
C (-3.99111, -4.18107, 4.49700)  -0.06
C (5.46167, 1.38602, -1.59325)  -0.08
C (-1.53545, -5.11836, 5.37134)  -0.05
H (-2.61162, 0.75629, 3.26317)  0.07
H (5.45503, 1.88335, -0.62956)  0.11
H (-0.26479, 6.03190, -2.00730)  0.10
H (3.04472, 2.91458, 0.12044)  0.06
H (3.23798, 5.31651, -3.53636)  0.09
H (-2.25243, 4.87248, -2.91458)  0.09
H (-6.96131, 0.88656, 1.33474)  0.11
H (-2.10182, 1.01913, 1.59090)  0.02
H (-1.75636, -0.33032, -4.05074)  0.06
H (-4.95010, -3.80121, 4.15878)  0.10
H (1.19729, -4.29648, -3.06913)  0.06
H (3.47290, -0.43107, -3.63038)  0.11
H (0.85783, -1.46661, -4.21045)  0.06
H (0.10886, -4.36213, -1.00570)  0.06
H (-3.68641, -2.25487, 2.58118)  0.02
H (-2.76808, 2.55298, -2.18857)  0.10
H (-2.79782, -3.49576, 1.69276)  0.04
H (-0.15651, -4.40318, 2.64585)  0.07
H (1.41000, 5.54048, 5.47151)  0.09
H (2.91550, 3.59563, 5.18304)  0.10
H (-1.30901, 1.42494, -0.54986)  0.07
H (-0.00639, -2.91360, -4.74307)  0.06
H (-3.49928, -1.63152, -5.37705)  0.06
H (-5.56200, 1.88480, 2.99087)  0.12
H (-2.97477, -1.05094, -3.03128)  0.02
H (0.10186, 2.79070, -4.99481)  0.10
H (0.61454, 1.14706, -3.20850)  0.09
H (-5.96490, -1.19763, 0.29805)  0.12
H (-4.83005, -5.26844, 6.15161)  0.08
H (0.51651, -3.71710, 4.12829)  0.06
H (-1.40342, -5.23679, -0.72400)  0.06
H (-7.08691, -0.40772, 2.55065)  0.11
H (1.99442, -2.86908, -2.40008)  0.05
H (3.76475, 3.65943, -1.81777)  0.10
H (-2.98986, -3.10451, -4.55558)  0.05
H (1.40929, 4.88806, -5.16146)  0.09
H (2.69998, 2.13629, 3.21231)  0.08
H (5.55478, -0.51003, -4.94202)  0.09
H (-1.16913, -3.58625, -0.11943)  0.03
H (-0.33688, 6.00331, 3.77433)  0.09
H (1.16537, 4.91456, -0.34894)  0.11
H (-1.42690, -4.37088, -3.09109)  0.07
H (-2.63847, -3.52736, -2.12076)  0.06
H (-2.63682, -6.11795, 6.92249)  0.09
H (3.20242, 1.43585, 1.14724)  0.05
H (7.59652, 0.62661, -4.11154)  0.09
H (-0.54233, 4.55907, 1.79919)  0.10
H (-2.89865, 2.33366, 2.47415)  0.09
H (-0.57130, -5.46587, 5.72401)  0.11
H (7.52972, 1.82363, -1.93965)  0.09
H (2.38174, -3.40960, -4.02384)  0.07
H (-5.08769, 0.31752, 3.67925)  0.13
H (-1.88038, -2.26813, -5.63596)  0.05

Forces on the atoms, in the same order (eV/Å):
0.06 0.26 0.13
-0.12 0.04 -0.11
0.22 -0.14 -0.18
-0.21 0.22 0.00
-0.17 0.20 0.11
-0.74 -0.01 0.38
0.29 -0.26 -0.15
0.04 -0.03 -0.07
0.08 0.09 -0.02
-0.03 -0.01 0.20
0.00 0.01 -0.03
-0.23 -0.47 -0.27
0.32 0.06 -0.06
0.18 0.07 -0.06
-0.04 -0.16 0.01
0.01 0.05 -0.08
0.04 -0.02 -0.07
0.03 -0.02 -0.02
-0.01 -0.04 -0.05
0.08 -0.02 0.01
0.07 0.05 0.05
0.01 0.02 0.00
-0.04 -0.09 -0.13
-0.02 -0.03 -0.06
-0.05 0.06 0.01
-0.01 -0.01 -0.01
0.03 0.01 -0.01
0.00 0.05 -0.08
0.06 0.13 -0.07
0.09 0.01 0.13
-0.01 -0.02 0.01
0.00 -0.06 0.02
0.03 0.01 0.05
0.02 -0.04 0.09
-0.01 0.03 -0.01
-0.03 -0.26 -0.09
-0.30 -0.06 -0.19
0.06 -0.04 0.01
0.03 -0.03 0.01
-0.12 0.01 0.05
-0.03 -0.02 0.02
-0.04 0.04 -0.02
0.27 -0.04 -0.14
-0.04 -0.03 -0.04
0.01 0.04 -0.03
-0.13 -0.04 0.07
0.06 -0.04 -0.01
0.04 -0.03 0.04
0.12 0.21 0.27
-0.04 0.03 -0.01
-0.03 0.10 -0.06
-0.04 0.07 -0.02
-0.03 0.00 0.05
0.01 -0.04 0.02
0.17 0.10 0.04
-0.03 -0.01 -0.02
0.00 0.00 -0.01
0.01 0.06 -0.02
-0.08 0.05 0.03
-0.04 -0.06 -0.05
0.05 0.01 0.09
-0.01 -0.05 0.03
0.02 0.02 -0.01
-0.03 -0.03 0.01
0.00 0.00 -0.01
0.08 -0.01 0.07
0.00 0.00 -0.01
0.01 -0.01 -0.02
0.01 0.00 0.00
0.00 -0.02 0.02
0.01 0.00 -0.01
0.00 0.00 0.00
0.00 0.00 0.01
-0.02 0.00 0.03
0.00 0.01 0.03
0.01 0.00 -0.01
0.01 0.01 0.04
-0.01 0.01 -0.01
-0.07 0.03 -0.03
0.04 -0.01 0.01
0.00 0.00 0.00
0.00 0.00 -0.01
0.01 -0.02 0.00
0.02 0.01 0.01
0.00 0.02 0.01
0.03 -0.01 0.02
0.01 -0.01 0.01
-0.01 0.02 0.01
0.02 -0.02 -0.01
-0.02 0.00 0.02
0.00 0.00 0.00
-0.02 0.02 0.05
-0.01 0.01 -0.02
-0.01 0.01 -0.01
0.03 0.05 0.04
0.03 0.00 -0.01
0.00 0.00 0.01
0.00 0.01 0.01
-0.01 -0.03 -0.01
0.02 0.00 0.00
-0.01 0.02 0.00
0.00 0.00 0.01
0.00 0.00 0.01
0.00 0.01 0.00
0.00 0.00 -0.02
0.00 0.01 0.01
0.00 0.03 0.03
0.00 0.00 0.00
0.03 -0.01 -0.03
0.00 0.00 0.02
0.01 0.00 0.00
0.01 0.00 -0.02
0.00 0.00 0.00
-0.01 -0.03 -0.03
0.01 0.00 0.02

Calculated values
molecular weight = 1039.51 g mol⁻¹
net charge = -2
HOMO energy = -2.025 eV
LUMO energy = 3.46 eV